(1)
Formula: C20H41FeN4P
Source: the OMol25 dataset
Level of theory: wB97M-V/def2-TZVPD

LUMO level (spin up / spin down) = -5.03 / -6.05 eV
2S+1 = 5
Kohn-Sham gap (spin up / spin down) = 9.6 / 8.8 eV
net charge = +2
HOMO energy (spin up / spin down) = -14.66 / -14.87 eV
⟨S²⟩ = 6.009
E_tot = -71030.0071 eV

```
67
Properties=species:S:1:pos:R:3:forces:R:3
Fe 0.084923 0.013888 -0.122871 -0.52 0.79 0.70
N -1.271835 1.530662 -1.237670 0.35 -0.37 0.22
C -1.808482 2.518569 -0.275605 0.07 0.08 0.13
C -0.699206 3.002694 0.639678 -0.13 -0.01 -0.10
N -0.104528 1.884579 1.387075 0.10 -0.43 -0.34
C -0.939676 1.515238 2.543650 -0.05 -0.17 0.12
C -1.062884 0.012678 2.703445 0.03 0.09 0.10
N -1.557413 -0.571544 1.442780 0.22 0.18 -0.32
C 1.278862 2.148648 1.803960 0.14 0.09 -0.04
C 2.218308 2.346445 0.622456 -0.07 0.03 0.22
N 2.048160 1.269082 -0.378476 -0.44 -0.48 -0.02
H -0.672808 2.015196 -1.901735 -0.07 0.00 -0.10
H -2.040925 1.156068 -1.784834 0.06 -0.11 -0.07
H -2.598361 2.034177 0.299431 -0.03 0.02 -0.04
H -2.248825 3.379104 -0.781548 -0.06 -0.05 -0.02
H -1.091293 3.771043 1.313509 0.07 0.03 0.01
H 0.068112 3.470904 0.024377 -0.01 0.04 0.03
H -1.939912 1.929014 2.406196 0.01 0.05 0.02
H -0.540164 1.940062 3.468428 -0.04 0.10 -0.03
H -1.723464 -0.196596 3.547264 0.02 -0.06 0.00
H -0.089945 -0.432775 2.926217 -0.02 -0.03 0.01
H -2.473881 -0.184906 1.228289 -0.02 -0.03 0.03
H -1.701104 -1.569146 1.563217 0.07 -0.04 -0.11
H 1.615927 1.283667 2.380355 -0.02 0.03 0.07
H 1.340286 3.029386 2.454319 -0.01 -0.03 0.03
H 3.236919 2.371634 1.010817 0.04 0.00 -0.09
H 2.043572 3.307729 0.144626 0.04 -0.01 -0.03
H 2.754163 0.553262 -0.221215 0.03 -0.03 -0.05
H 2.223784 1.632310 -1.309484 0.01 -0.04 -0.03
C -0.740085 -4.714948 0.249156 0.01 -0.01 0.02
C 0.612540 -4.100711 0.616023 -0.28 0.40 -0.09
C 0.627187 -3.773895 2.114256 0.01 -0.03 -0.06
C 1.761462 -5.056262 0.303629 -0.01 -0.03 0.00
P 0.813023 -2.453033 -0.303531 0.59 0.16 -0.51
C 2.565015 -2.033601 0.032698 -0.11 -0.04 0.14
C 2.782639 -1.354546 1.239396 0.04 -0.08 -0.11
C 4.063688 -1.018293 1.652421 0.00 0.05 0.07
C 5.149619 -1.324937 0.843091 -0.01 -0.04 -0.01
C 4.947207 -1.989358 -0.359253 0.04 0.01 -0.03
C 3.668901 -2.362795 -0.751922 -0.04 -0.03 -0.01
C 0.539172 -2.590655 -2.171412 -0.05 -0.06 0.38
C -0.984490 -2.513266 -2.364041 0.04 -0.09 -0.02
C 1.162050 -1.341197 -2.806350 -0.01 -0.17 0.10
C 1.070190 -3.852736 -2.847780 0.05 0.06 -0.05
H -0.929119 -5.571584 0.898302 0.01 0.00 0.00
H -0.768028 -5.075410 -0.778108 -0.01 0.01 0.01
H -1.559395 -4.005605 0.393323 -0.03 -0.03 0.00
H 0.432480 -4.691977 2.671307 -0.01 0.00 0.01
H -0.147513 -3.051436 2.386272 0.01 -0.02 0.04
H 1.597415 -3.398759 2.437969 -0.02 0.03 0.02
H 1.604376 -5.973882 0.874954 -0.01 -0.01 0.00
H 2.722152 -4.644097 0.609597 0.02 0.00 -0.01
H 1.813334 -5.330851 -0.747774 0.00 0.01 0.01
H 1.930130 -1.114343 1.869751 0.06 0.03 0.05
H 4.218811 -0.531345 2.607521 -0.01 0.01 -0.02
H 6.152311 -1.070556 1.159291 -0.01 0.03 -0.02
H 5.792367 -2.231081 -0.990172 0.00 -0.04 0.02
H 3.543858 -2.931389 -1.663284 0.03 0.07 -0.01
H -1.400587 -1.617047 -1.889464 -0.05 -0.02 -0.04
H -1.493457 -3.384833 -1.952676 -0.02 0.09 -0.03
H -1.217023 -2.468572 -3.429752 0.01 0.01 -0.01
H 0.720068 -0.420781 -2.390662 0.02 0.03 -0.10
H 0.949421 -1.345323 -3.876728 -0.06 0.08 0.00
H 2.240870 -1.295469 -2.677891 0.03 0.04 -0.01
H 0.593359 -4.750767 -2.461156 0.01 -0.01 -0.01
H 2.149037 -3.958286 -2.744576 -0.03 -0.06 -0.02
H 0.846506 -3.802342 -3.915878 0.00 0.00 0.00
```
Forces are in eV/Å.

(2)
Formula: C4H6NO3
Source: the OMol25 dataset
Level of theory: wB97M-V/def2-TZVPD

LUMO level = -5.18 eV
Kohn-Sham gap = 9.8 eV
net charge = +1
HOMO energy = -15.01 eV
E_tot = -11868.7666 eV

```
14
Properties=species:S:1:pos:R:3:forces:R:3
C -0.453806 1.546406 -0.078698 2.28 4.13 1.24
C 0.876795 1.253644 0.070961 -3.35 1.71 0.09
C -1.288134 0.405834 -0.150503 -0.13 -0.46 0.79
C -0.391634 -0.821122 -0.074408 0.80 0.14 -0.62
N 1.174063 -0.115478 -0.083586 -1.36 -0.40 -0.07
O -2.470620 0.337674 -0.078705 -0.82 -0.28 -0.25
O -0.445882 -1.524619 -1.190294 1.62 -2.62 -0.12
O -0.380178 -1.533789 1.022084 -0.31 -1.14 1.60
H -0.866619 2.636614 0.092932 0.88 -2.44 -0.76
H 1.653392 1.963518 0.133795 0.82 0.64 0.37
H 1.343602 -0.135942 -1.077294 1.47 -1.25 -0.34
H 1.770350 -0.581598 0.630366 -0.01 0.41 -1.14
H 0.137979 -2.364235 -1.041882 -1.71 1.61 -0.62
H -0.659314 -1.066902 1.825233 -0.18 -0.05 -0.15
```
Forces are in eV/Å.

(3)
Formula: C8H30O10
Source: the OMol25 dataset
Level of theory: wB97M-V/def2-TZVPD

LUMO level = -0.01 eV
Kohn-Sham gap = 9.0 eV
net charge = 0
HOMO energy = -9.00 eV
E_tot = -29256.7288 eV

```
48
Properties=species:S:1:pos:R:3:forces:R:3
C -0.966011 -1.777315 2.905725 -0.41 -0.50 0.17
C 0.256909 -2.684620 2.589341 0.07 1.58 -0.81
C 1.698439 -1.252641 1.123458 -0.49 0.87 0.35
C 0.652046 -2.169484 1.205282 1.42 -2.14 0.84
C 0.109914 -2.687216 0.053986 -0.38 1.64 -1.34
C 0.531730 -2.126449 -1.175339 0.12 -2.08 -0.20
C 1.540612 -1.187873 -1.277641 -1.24 0.71 0.96
C 1.992502 -0.629172 -0.070554 -0.31 0.18 -0.76
H -1.839394 -2.353021 3.221693 0.09 0.03 -0.17
H -1.229046 -1.255111 1.992180 -0.26 -0.36 -0.04
H -0.908467 -0.965193 3.615899 0.76 0.01 0.61
H 1.172763 -2.520868 3.163302 -0.48 -0.14 0.63
H -0.011606 -3.739321 2.609951 0.04 0.07 -0.13
H 2.176405 -0.898377 2.040006 -0.30 0.03 -0.13
H -0.777415 -3.308361 0.056930 0.24 -0.30 0.15
H 0.152798 -2.624205 -2.075380 -0.03 0.47 0.12
H 1.764057 -0.737016 -2.230467 0.15 -0.20 -0.05
H 2.419187 0.364662 -0.091392 0.83 -0.38 0.12
H 2.287116 1.245982 -2.460204 0.14 0.20 -0.44
H 2.017990 1.774232 -3.901112 0.31 -0.12 0.16
O 2.185671 0.968837 -3.390513 -0.04 0.52 0.38
H -3.996397 -1.163487 -0.913226 0.02 0.19 0.98
H -3.726912 -2.523203 -1.076862 0.01 -0.58 0.99
O -3.899690 -1.940372 -0.310815 0.00 0.45 -2.11
H -2.691770 0.267096 1.642848 -0.02 -0.06 0.08
H -3.962556 -0.517718 1.540333 0.05 -0.30 0.22
O -3.264044 -0.302633 2.173701 -0.35 0.63 -0.38
H -1.625313 3.390400 -0.458369 -0.29 0.34 -0.02
H -3.019863 3.650467 0.252792 -0.08 0.47 -0.31
O -2.211067 3.145904 0.264213 0.40 -0.92 0.31
H -0.786102 2.442805 4.342116 -0.13 -0.69 -0.40
H -1.643447 1.616724 3.250756 0.43 -0.73 0.09
O -1.551414 2.413107 3.757360 -0.29 1.43 0.36
H 2.959304 3.443231 -0.759651 0.79 -0.41 -0.15
H 4.013318 2.190554 -0.688401 0.44 0.57 -0.17
O 3.118149 2.504033 -0.571804 -0.97 -0.25 0.00
H -2.899656 0.762889 -2.621989 0.02 0.03 0.06
H -3.545825 1.099068 -1.262522 0.16 0.05 -0.20
O -3.618052 0.513914 -2.028567 -0.11 0.00 0.19
H 0.520436 3.731073 1.307844 -0.20 -0.07 0.23
H 1.835197 3.129902 0.748635 -0.17 -0.20 0.19
O 1.171336 3.813805 0.611299 0.00 0.28 -0.25
H -0.755534 -0.253890 -3.772245 0.18 -0.07 0.06
H 0.281888 0.872543 -3.574442 0.01 -0.51 -0.11
O -0.421068 0.557906 -4.162394 -0.56 0.30 0.02
H 4.357145 -1.757064 0.126653 0.06 -0.01 0.64
H 3.969616 -1.845933 -1.281254 -0.21 -0.02 -0.54
O 4.576853 -1.370132 -0.716942 0.61 0.01 -0.19
```
Forces are in eV/Å.

Across the entries above, energy above the lowest of the compared OMol25 structures with the same formula, charge and spin takes the values 0.000, 1.723, 1.170 eV, respectively.